The following is a quantum chemistry calculation of a single C2H8N2 molecule in a non-equilibrium geometry, from the OMol25 dataset.

```
12
Properties=species:S:1:pos:R:3:forces:R:3
N 1.826 -0.417 0.205 0.547 0.894 -1.731
N -1.878 0.108 -0.088 1.132 -0.535 0.500
C 0.535 -0.058 -0.554 2.037 -1.454 4.803
C -0.459 0.432 0.441 -3.540 2.366 -3.541
H -0.540 1.532 0.436 0.712 -0.226 0.255
H -0.435 0.130 1.417 1.097 -1.158 2.347
H 0.789 0.477 -1.361 0.305 2.790 -2.675
H -2.205 -0.784 0.320 0.180 0.793 -0.290
H -2.459 0.853 0.260 -0.487 -0.151 0.057
H 1.900 -1.405 -0.021 0.774 0.113 0.333
H 0.200 -0.951 -0.929 -1.178 -2.304 -0.974
H 2.654 0.076 -0.263 -1.578 -1.129 0.916
```
Positions in Å, forces in eV/Å.

Values from the calculation:
Kohn-Sham gap = 10.660 eV
HOMO = -9.46 eV
F_max = 5.54 eV/Å
2S+1 = 1
relative energy (zero: lowest compared OMol25 entry of this formula, charge and spin) = 103.3 kJ/mol
SMILES = NCCN

=====

The following is a quantum chemistry calculation of C37H34BCl2F3N10Re as an isolated structure, from the OMol25 dataset.

```
88
Properties=species:S:1:pos:R:3:forces:R:3
Re 0.193 -0.234 0.053 -0.352 -0.406 -0.020
Cl -0.752 1.239 -3.258 0.074 -0.124 0.088
Cl -4.132 -1.052 0.334 0.045 0.026 0.006
F 2.119 -7.432 -5.437 0.036 -0.025 -0.046
F 0.910 -8.355 -3.899 -0.034 -0.065 0.025
F 0.004 -7.024 -5.342 -0.157 0.021 -0.072
N 0.182 1.933 0.696 0.255 0.325 0.031
N -0.407 -2.208 -2.151 -0.252 -0.045 -0.044
N 1.121 0.417 2.924 -0.231 0.053 -0.174
N 2.928 0.562 1.188 -0.129 -0.024 -0.198
N 0.453 -0.518 2.188 0.128 -0.088 -0.072
N 2.325 -0.057 0.144 0.116 -0.077 0.153
N 1.254 2.402 1.424 -0.111 -0.316 0.206
N 3.071 2.010 3.189 -0.146 0.061 -0.111
N 3.770 3.117 2.793 0.016 -0.291 0.404
N -1.460 -0.130 -0.664 -0.307 0.576 -0.561
C -2.503 -4.876 -0.597 0.013 -0.044 -0.012
C 1.360 -6.046 -3.693 0.077 -0.034 0.024
C -0.556 3.020 0.394 -0.045 -0.094 0.008
C 4.243 0.368 1.128 0.154 -0.024 -0.030
C -1.167 -3.469 -1.966 0.000 0.176 -0.119
C 1.688 -4.832 -4.279 0.136 0.029 -0.003
C -2.006 -5.501 -2.872 -0.077 0.035 0.029
C 0.635 0.415 4.169 0.141 0.037 0.035
C -1.284 -4.328 -3.040 -0.213 -0.024 -0.102
C 3.629 1.465 4.306 -0.016 0.029 -0.180
C 2.933 -1.561 -1.699 -0.074 -0.035 -0.013
C 5.701 4.408 3.581 -0.041 -0.070 0.018
C -2.333 0.697 -2.774 0.031 0.070 -0.206
C -2.502 0.082 -1.513 0.365 -0.405 0.417
C -1.239 -2.282 2.547 0.021 0.003 0.059
C -1.772 -3.707 -0.751 -0.076 -0.049 -0.023
C -3.388 0.911 -3.643 -0.014 -0.003 -0.014
C 4.729 3.274 3.690 0.152 0.148 -0.043
C -2.609 -5.777 -1.649 0.032 0.028 -0.036
C -0.398 -1.146 3.015 -0.060 -0.067 -0.065
C 1.887 -3.716 -3.480 0.080 -0.039 -0.054
C 1.749 -3.797 -2.094 0.230 0.038 -0.010
C 4.685 2.250 4.669 0.122 0.111 -0.002
C -4.883 -0.081 -2.053 -0.052 -0.046 0.022
C 4.523 -0.418 0.021 0.085 0.050 0.035
C 0.041 4.164 0.923 -0.112 0.057 -0.047
C 1.451 -5.030 -1.523 0.040 -0.079 0.016
C -0.319 -0.576 4.281 -0.004 -0.057 0.071
C -4.669 0.522 -3.285 -0.009 0.041 -0.029
C -1.849 3.012 -0.346 0.030 0.142 0.044
C -3.824 -0.301 -1.197 -0.091 -0.046 0.086
C 1.255 -6.152 -2.315 0.080 0.033 0.067
C 1.857 -2.564 -1.219 0.136 -0.022 -0.109
C 1.167 3.727 1.574 0.148 0.154 -0.001
C 3.289 -0.667 -0.563 -0.134 0.050 0.019
C 1.101 -7.228 -4.590 0.162 0.079 0.121
C 0.544 -1.800 -1.058 0.056 0.358 0.472
B 2.109 1.388 2.212 0.007 0.065 -0.094
H -0.322 5.176 0.844 0.018 -0.069 0.008
H 1.012 -7.105 -1.863 0.008 0.025 -0.002
H -0.702 -2.859 1.795 0.056 -0.016 0.027
H 1.345 -5.107 -0.446 0.023 -0.009 -0.059
H 3.255 0.557 4.748 -0.024 0.003 -0.018
H 2.156 -2.776 -3.953 0.027 -0.036 0.025
H -2.270 2.024 -0.425 -0.038 -0.036 0.069
H -5.498 0.695 -3.958 0.050 -0.018 0.037
H -2.562 3.639 0.190 0.030 0.035 -0.031
H -1.480 -2.942 3.378 -0.014 0.039 0.013
H -2.993 -5.080 0.348 0.021 0.007 -0.049
H -2.170 -1.925 2.108 -0.053 0.027 -0.036
H -1.729 3.431 -1.347 0.017 -0.042 0.004
H 2.550 -0.967 -2.534 0.040 -0.026 -0.027
H -0.871 -0.861 5.162 0.041 0.025 -0.065
H -5.875 -0.389 -1.751 0.042 0.011 -0.001
H -1.079 -1.451 -2.260 -0.119 0.173 0.069
H -2.092 -6.197 -3.696 -0.001 0.028 0.034
H 1.004 1.110 4.905 0.014 -0.020 -0.019
H 6.600 4.102 3.043 -0.014 -0.018 0.013
H 1.929 4.261 2.122 -0.122 -0.113 -0.064
H -3.200 1.392 -4.593 0.014 -0.014 0.038
H -0.800 -4.109 -3.986 -0.137 -0.016 0.117
H 5.487 -0.766 -0.313 -0.052 0.026 0.024
H 5.336 2.118 5.518 -0.038 0.026 -0.050
H 6.009 4.754 4.567 -0.023 -0.005 -0.004
H 0.107 -2.274 -3.032 -0.023 -0.096 -0.047
H 2.151 -2.885 -0.218 0.048 -0.092 0.025
H -3.172 -6.692 -1.522 0.017 0.022 -0.005
H 3.823 -2.086 -2.041 0.020 -0.028 0.019
H 4.898 0.804 1.868 -0.039 -0.019 -0.047
H 5.255 5.241 3.041 -0.008 -0.014 -0.006
H -1.689 -2.983 0.043 -0.013 0.038 0.001
H 1.792 -4.761 -5.356 0.001 0.003 0.038
```
Positions in Å, forces in eV/Å.

Values from the calculation:
Kohn-Sham gap (spin up / spin down) = 6.609 / 7.559 eV
HOMO (spin up / spin down) = -9.53 / -11.05 eV
F_max = 0.86 eV/Å
2S+1 = 3
relative energy (zero: lowest compared OMol25 entry of this formula, charge and spin) = 52.1 kJ/mol
net charge = +1

=====

The following is a quantum chemistry calculation of a 3-piece molecular cluster, C37H65F2N2O6 overall in a non-equilibrium geometry, from the OMol25 dataset.

```
112
Properties=species:S:1:pos:R:3:forces:R:3
F 5.392 0.656 -0.463 -1.822 -1.091 0.848
F 4.888 -2.112 2.807 -0.680 1.496 -1.360
O 4.120 -0.267 3.633 -1.089 0.765 -0.144
O 6.082 0.414 1.573 0.286 -0.222 0.099
O -1.000 3.841 5.469 0.047 -0.095 0.256
O 0.375 -5.978 -6.707 0.145 0.015 -0.131
O 1.420 -4.796 -3.341 0.164 0.206 -0.227
O 2.877 -5.032 -5.018 -0.647 1.142 0.557
N 1.484 -0.796 1.237 -4.007 -1.680 1.907
N 4.073 -0.502 1.277 -0.504 -0.574 -0.217
C 2.955 2.207 2.187 -0.179 1.199 -0.940
C 2.650 -0.396 -0.793 0.259 1.575 -1.957
C 3.510 -1.553 -1.432 -0.124 -1.069 -0.431
C -7.434 -1.225 0.904 -0.040 -0.135 -0.103
C -1.288 4.375 7.762 -0.314 -0.045 0.130
C 1.472 -2.160 1.905 1.827 -2.302 1.418
C -0.362 3.608 1.739 0.032 0.564 1.130
C 0.268 -7.194 -7.465 0.232 -0.217 0.100
C -0.321 -6.819 -8.813 -0.327 -0.092 -0.022
C 2.259 3.650 2.127 0.272 -0.706 1.575
C -4.852 1.657 0.234 -0.398 0.509 -0.414
C 2.621 1.479 0.820 -0.772 0.859 1.713
C -6.328 1.114 0.319 -0.063 -0.763 -0.388
C -1.370 4.818 1.950 -0.621 -1.447 -1.120
C 1.089 -0.250 -1.147 -0.381 -0.761 1.527
C 0.587 -0.555 -2.603 -0.588 0.810 0.159
C -2.543 4.602 0.882 0.415 -0.192 0.412
C 0.558 -0.040 2.200 -0.219 0.805 1.787
C 4.305 -0.863 2.642 1.611 -1.762 1.241
C 1.394 0.366 -3.596 0.617 -0.764 0.335
C -0.170 3.358 7.637 0.357 0.018 0.083
C 2.754 -2.846 -1.959 1.065 0.100 -1.190
C 2.429 -3.199 1.342 -1.510 2.440 1.273
C 2.749 -0.113 0.813 -0.152 2.425 -5.061
C 0.821 3.607 2.821 -0.291 -0.322 -1.234
C -0.417 2.790 6.251 -0.232 -0.128 -0.152
C 0.202 -5.408 -9.003 0.295 0.101 -0.170
C 2.345 -4.331 -3.968 -0.476 -0.053 0.188
C -4.752 3.236 0.366 -0.621 -0.131 0.870
C -3.712 3.720 1.463 -0.001 0.596 -0.389
C -6.419 -0.438 -0.036 -0.556 0.134 0.281
C 3.267 -4.018 1.133 0.852 -1.990 -1.464
C -1.384 4.912 6.346 0.076 0.248 -0.162
C 5.203 0.205 0.807 1.632 0.608 0.619
C 0.500 -1.045 0.090 -0.949 0.376 -4.149
C 2.882 -2.907 -3.548 -0.075 -1.611 -0.065
C 0.160 -4.864 -7.587 -0.173 0.186 0.176
H -0.864 5.808 1.831 -0.424 -0.847 0.276
H 0.923 -4.103 -7.407 0.008 -0.069 0.090
H 0.083 3.599 0.710 -0.529 0.179 0.713
H -1.093 5.154 8.500 0.000 -0.021 -0.058
H -0.179 2.596 8.416 -0.005 0.018 -0.052
H -2.087 4.030 0.031 -0.474 0.633 0.393
H -6.997 1.650 -0.406 0.695 -0.201 0.714
H -0.311 -0.686 2.506 1.042 0.358 -0.651
H 1.235 -5.440 -9.361 -0.049 0.040 -0.001
H 0.501 2.442 5.770 -0.022 0.061 -0.067
H -4.595 3.745 -0.626 0.063 -0.601 0.947
H 0.555 -1.633 -2.886 0.299 0.879 0.188
H 3.844 -4.852 0.689 -0.467 1.093 0.874
H -0.384 -4.813 -9.704 0.014 -0.012 0.059
H 0.694 2.646 3.398 0.401 1.137 -0.244
H 3.941 -2.803 -3.892 -0.853 0.135 0.329
H -7.854 -0.574 1.714 0.465 -0.508 -0.683
H 0.694 4.468 3.527 0.065 -0.890 -0.651
H 0.342 -2.103 -0.233 0.954 0.517 0.862
H 2.215 4.012 1.070 0.041 -0.072 0.900
H -0.552 -0.695 0.265 1.258 -0.080 0.620
H 2.164 -5.672 -5.272 0.488 0.290 0.124
H 0.799 3.866 7.666 -0.024 -0.060 0.009
H 2.458 0.005 -3.610 -0.859 0.395 -0.168
H 0.455 -2.637 1.892 0.826 1.027 -0.304
H 1.679 -1.984 3.002 0.175 -0.321 -1.133
H -1.413 -6.806 -8.753 0.050 -0.043 -0.015
H 2.554 1.719 3.102 0.683 0.118 -0.770
H -4.450 1.384 -0.779 -0.178 -0.088 0.999
H 4.050 -1.137 -2.331 -0.605 -0.156 1.035
H 1.101 0.171 3.163 -0.357 0.087 -1.180
H -5.764 3.582 0.721 0.905 -0.243 -0.440
H -0.688 5.742 6.187 -0.052 0.049 0.050
H 2.907 4.323 2.755 -0.591 -0.437 -0.914
H -0.484 -0.193 -2.648 0.971 -0.508 0.153
H 3.032 0.492 -1.377 0.082 -0.668 1.340
H 0.633 0.773 -0.989 1.501 -0.565 -0.105
H 3.287 1.974 0.059 -0.492 -1.063 0.620
H -4.271 4.329 2.222 0.609 -0.540 -0.519
H -0.992 2.680 1.858 0.596 0.763 -0.212
H -6.781 1.240 1.339 0.641 0.187 -0.811
H -6.953 -2.108 1.394 -0.351 0.753 -0.384
H -4.236 1.176 1.046 -0.527 0.325 -0.881
H -2.920 5.583 0.492 0.193 -0.918 0.321
H 4.070 2.352 2.233 -1.082 -0.369 0.338
H -2.391 5.249 6.092 0.052 -0.059 -0.096
H 2.224 -2.171 -4.069 0.676 -0.490 0.356
H -2.219 3.871 8.035 0.027 0.059 0.006
H 1.438 1.431 -3.232 -0.353 -1.015 -0.501
H 1.275 -7.611 -7.575 -0.044 -0.073 -0.044
H -1.839 4.664 2.954 0.704 0.571 -0.571
H -0.820 -4.436 -7.353 0.017 0.051 -0.043
H 4.344 -1.935 -0.778 -1.014 0.750 -0.273
H -5.392 -0.885 0.028 -0.901 0.289 -0.050
H -6.797 -0.569 -1.087 0.671 0.205 0.888
H -0.031 -7.506 -9.608 0.009 0.020 0.060
H -3.273 2.839 2.008 -0.392 0.736 -0.492
H -1.131 1.960 6.284 0.062 -0.065 0.051
H 1.004 0.285 -4.641 0.241 0.283 0.962
H 1.592 1.838 0.542 0.926 -0.804 0.128
H -8.317 -1.623 0.333 0.871 0.419 0.453
H 3.312 -3.761 -1.616 -0.842 0.904 -0.051
H -0.348 -7.911 -6.922 0.042 0.098 0.089
H 0.108 0.868 1.737 0.821 -0.599 0.320
H 1.683 -2.924 -1.676 0.976 -0.068 -0.095
```
Positions in Å, forces in eV/Å.

Values from the calculation:
Kohn-Sham gap = 9.060 eV
HOMO = -11.37 eV
F_max = 5.61 eV/Å
2S+1 = 1
relative energy (zero: lowest compared OMol25 entry of this formula, charge and spin) = 0.0 kJ/mol
net charge = +1

=====

The following is a quantum chemistry calculation of a single C20H23N5O4S2 molecule in a non-equilibrium geometry, from the OMol25 dataset.

```
54
Properties=species:S:1:pos:R:3:forces:R:3
S 2.205 -3.429 -2.754 0.115 -0.327 -0.104
S -0.588 2.097 0.463 0.078 0.018 -0.006
O 0.335 2.304 -0.622 0.187 -0.148 0.227
O -0.795 -0.416 -2.956 0.088 -0.057 0.049
O -1.691 3.003 0.568 -0.053 -0.297 0.223
O -0.608 -4.511 -1.245 -0.254 -0.134 -0.190
N 0.391 -2.844 -0.040 0.225 0.040 0.399
N 0.319 2.099 1.872 -0.381 0.057 -1.183
N 2.816 -1.598 -0.835 0.210 -0.832 -0.298
N 2.800 -0.266 -0.665 0.125 1.033 0.398
N 2.081 -0.682 -2.688 0.378 -0.265 0.698
C -0.630 -1.893 0.051 -0.284 0.306 -0.016
C -0.254 -0.585 0.354 0.021 -0.226 0.047
C 2.365 0.274 -1.763 0.024 -0.072 -0.104
C -2.520 0.156 0.030 -0.165 0.235 0.002
C 1.784 -4.383 -1.246 -0.079 0.304 -0.255
C -1.966 -2.174 -0.219 -0.026 -0.138 -0.022
C 1.460 -0.517 -3.972 -0.732 -0.083 -0.348
C 2.385 -1.847 -2.046 0.077 0.038 -0.012
C 0.365 2.694 4.229 0.147 -0.032 -0.302
C -2.274 1.915 4.476 0.012 -0.032 -0.052
C -0.278 2.785 5.450 -0.104 -0.020 0.086
C 0.382 -3.950 -0.839 0.387 -0.147 0.234
C -0.003 -1.010 -3.945 0.101 -0.059 -0.096
C 1.756 2.189 1.769 0.420 0.067 -0.255
C -1.600 2.401 5.583 0.017 0.038 0.094
C -1.194 0.418 0.313 0.133 0.395 0.049
C -1.639 1.810 3.253 -0.053 0.015 0.152
C -2.901 -1.153 -0.216 0.117 0.141 0.003
C -1.145 0.932 -3.194 0.039 0.039 -0.001
C -0.311 2.210 3.109 -0.548 -0.036 0.698
H 0.264 3.166 6.304 0.050 0.025 0.050
H -2.098 2.479 6.537 -0.040 0.005 0.079
H -0.024 -2.081 -3.725 0.048 0.119 -0.129
H -3.223 0.974 0.000 -0.142 0.054 0.003
H -3.305 1.606 4.564 -0.086 -0.032 -0.008
H 1.498 0.544 -4.225 0.089 -0.111 -0.042
H -1.399 1.090 -4.248 -0.031 0.014 -0.006
H 2.547 -4.187 -0.497 -0.018 -0.077 0.029
H -2.017 1.134 -2.576 0.009 0.090 -0.051
H -2.258 -3.183 -0.459 -0.007 -0.028 0.034
H -0.431 -0.847 -4.945 0.032 -0.022 0.051
H 1.310 -2.477 0.202 -0.185 -0.207 -0.191
H 2.011 -1.091 -4.723 -0.030 0.166 -0.005
H 2.030 1.919 0.753 0.199 -0.003 0.180
H 2.218 1.323 -1.912 -0.072 0.257 -0.151
H -3.933 -1.380 -0.433 -0.090 -0.014 -0.015
H 0.773 -0.338 0.573 0.182 -0.076 -0.009
H -0.349 1.620 -2.894 -0.027 0.003 -0.067
H 1.393 3.009 4.152 0.115 0.019 -0.034
H 2.114 3.203 1.968 -0.001 -0.038 0.029
H 2.225 1.491 2.464 -0.036 0.014 -0.013
H 1.787 -5.425 -1.559 -0.034 0.069 0.062
H -2.177 1.426 2.403 -0.148 -0.050 0.086
```
Positions in Å, forces in eV/Å.

Values from the calculation:
Kohn-Sham gap = 8.860 eV
HOMO = -8.42 eV
F_max = 1.24 eV/Å
2S+1 = 1
relative energy (zero: lowest compared OMol25 entry of this formula, charge and spin) = 175.3 kJ/mol
SMILES = COCCn1cnnc1SCC(=O)Nc1cccc(S(=O)(=O)N(C)c2ccccc2)c1

=====

Q: Which formula does entry 3 have?
A: C37H65F2N2O6